{
  "formula": "C45H89N3O23",
  "method": "wB97M-V/def2-TZVPD",
  "symbols": ["O", "H", "H", "C", "C", "N", "H", "C", "H", "O", "C", "H", "C", "C", "C", "H", "H", "H", "O", "C", "H", "H", "H", "O", "H", "O", "H", "H", "C", "C", "H", "H", "H", "C", "C", "H", "H", "C", "H", "C", "O", "H", "C", "C", "H", "H", "C", "O", "C", "C", "N", "H", "H", "H", "H", "H", "H", "C", "H", "H", "H", "H", "C", "H", "H", "C", "H", "C", "O", "H", "C", "C", "H", "H", "H", "H", "O", "H", "C", "O", "H", "H", "O", "O", "O", "C", "O", "H", "C", "H", "H", "H", "C", "H", "H", "H", "H", "H", "H", "O", "C", "C", "O", "H", "H", "H", "C", "C", "H", "H", "H", "C", "H", "H", "H", "H", "C", "C", "H", "H", "H", "H", "H", "H", "H", "H", "O", "H", "H", "H", "H", "O", "H", "C", "H", "H", "C", "O", "C", "O", "H", "H", "O", "C", "C", "H", "H", "O", "H", "H", "C", "N", "H", "C", "C", "H", "O", "H", "C", "H"],
  "coordinates": [[1.3736, -8.5583, 10.2761], [-1.0660, 1.4415, -2.3435], [9.6512, 0.2545, -2.6493], [1.0950, 0.3828, 8.7929], [-0.5506, -0.2887, 0.5363], [-9.6254, -1.2982, 0.3685], [-0.7677, 0.3419, 1.3985], [-3.0034, -6.2999, -2.1003], [-10.9626, -2.4940, 1.5914], [-1.9298, -6.5895, -4.3538], [4.2957, 9.0492, 3.1215], [-3.8519, -6.0390, -4.2164], [11.9517, 1.5401, -2.5752], [-10.4068, -1.5566, 1.5695], [-7.5754, 0.3976, -10.4289], [4.5616, 3.2489, -8.1077], [3.1833, -9.6334, -2.1872], [15.1632, 2.7677, -0.3120], [10.6882, 2.0375, -2.3070], [5.4561, -9.2800, 0.3409], [3.1802, 7.2742, 5.1886], [-6.1202, -0.2774, -8.2363], [1.5367, -10.2206, 11.6692], [-8.3470, 5.7975, -0.4406], [-9.1084, -1.7529, -1.5313], [2.7045, -6.5540, 8.5459], [-5.1483, -8.6977, -1.1602], [5.1425, 8.8828, 2.4556], [4.6088, 11.2557, 3.1484], [12.8774, 2.1669, -1.5990], [4.3608, 12.3125, 3.0493], [1.9208, 4.1799, -9.2280], [5.4808, -10.1988, 0.9269], [-2.9382, -5.9481, -3.6291], [-6.3327, 5.8755, 0.4296], [5.2063, 11.2473, 4.0600], [-1.1298, 5.8490, -7.6997], [4.0457, 4.0788, -7.6249], [4.3035, -6.0441, 7.5307], [3.3010, -6.4424, 7.3745], [-1.1705, 1.1012, 8.6759], [0.1611, 2.6883, -9.3389], [-8.8136, -0.0673, 0.3544], [-1.4235, 0.7504, -1.5644], [0.3806, -0.8114, 0.7546], [-11.1095, -0.7794, 1.8699], [2.4961, -7.7218, 10.7532], [-0.3000, 3.9452, -7.6018], [3.2528, 7.9700, 2.6630], [3.1001, -8.3744, 0.0820], [4.2487, -9.1610, -0.4488], [-1.2990, -1.0791, 0.4789], [1.2363, 0.5194, 7.7309], [3.6473, 6.9581, 2.5702], [8.6250, 1.8255, -2.6080], [-0.0498, -9.8387, 11.0160], [-1.9589, -8.5955, -3.5443], [0.6776, -0.3836, 11.5505], [-5.8147, 5.4636, -0.4239], [15.0009, 3.7858, -1.7974], [-8.4426, 0.0198, -10.9706], [11.9362, 0.4539, -2.4854], [-6.0252, 6.6113, 2.7926], [-9.4560, 0.7980, 0.5177], [3.3851, -7.4596, 6.9919], [0.8671, -9.4004, 11.4102], [12.7833, 3.2491, -1.6885], [2.2222, -0.2576, 9.5255], [2.9095, -1.2594, 11.5077], [4.0496, -8.1285, 9.3862], [-9.6887, -2.1779, -0.6978], [9.5566, 1.3195, -2.8613], [3.1508, -8.2181, 11.4696], [0.2132, 2.4539, 0.1932], [-7.1130, 0.5534, -7.1134], [-6.1833, 1.8925, -10.4487], [-10.4194, -3.1532, -0.7696], [2.1213, -6.8852, 11.3428], [-4.8625, -7.8943, -1.8391], [14.2902, 1.8363, -2.0278], [-1.0109, 5.1660, -9.2126], [-3.4634, -5.4216, -1.6473], [3.3139, -0.4316, 8.9754], [-7.9930, 2.7995, -10.7052], [-9.6625, 6.0514, 1.9134], [-8.3069, 6.1129, 1.8648], [3.6736, 10.3074, 3.0247], [-1.3240, -8.4417, -5.1920], [2.1772, 7.3216, 4.7645], [1.5624, 7.7575, 5.5521], [-2.6581, -4.8950, -3.6507], [0.6543, -0.6534, 12.5960], [-7.5229, 6.5965, 2.8872], [-6.4711, 4.2987, -10.7623], [-1.9725, -6.2864, -1.7465], [12.1982, 1.9292, -3.5631], [2.2129, -8.7530, -0.4256], [-7.4502, 4.1997, -12.1423], [-6.7376, -0.2963, -10.4972], [2.1317, 8.0789, 3.5732], [-7.7313, 5.9282, 0.5201], [-6.8549, 0.5251, -8.1720], [-7.9736, 0.3990, -9.0391], [12.6075, 1.9219, -0.5717], [-8.0648, 6.5791, 3.8212], [2.6309, -5.7227, 6.9044], [1.9634, 3.3407, -8.5337], [15.2188, 2.7944, -1.4002], [-1.8462, 1.1815, 9.3530], [-9.7472, -1.6955, 2.4261], [4.4803, 4.4049, -6.6800], [-0.1295, 0.5984, 9.3880], [5.2085, 11.1799, 2.2413], [5.7182, -8.4085, 0.9409], [4.0394, 4.9785, -8.2402], [9.7576, 1.4759, -3.9212], [-0.4531, 5.2198, -8.2777], [-7.1204, 1.7309, -10.9815], [0.4848, 5.7746, -8.2528], [-3.0346, -8.2993, -4.8039], [-5.0848, -8.2801, -2.8340], [0.7025, 2.1389, -1.5021], [-3.8789, 6.3234, 2.2341], [0.5458, -8.8248, 12.2783], [4.7371, 8.9940, 4.1165], [2.4854, 2.5121, -9.0122], [5.0390, -10.5625, -2.1285], [1.3314, 1.2931, -0.0442], [3.7384, -1.2801, 11.0238], [-10.0425, 6.1606, 1.0385], [4.2155, -6.6097, 9.9548], [-2.4041, 0.1158, -1.5637], [16.2510, 2.5301, -1.6300], [1.8899, -0.6108, 10.9198], [-5.5792, -7.0876, -1.6854], [-7.0345, 1.5574, -12.0541], [-5.5734, 6.2480, 1.4481], [2.6567, 3.8066, -7.3845], [0.5050, 2.9444, -8.3368], [-1.5665, 0.4519, 11.2821], [2.7599, 8.1096, 1.7008], [3.2958, -7.3069, -0.0185], [-4.2343, 6.0037, 1.4015], [-0.4652, 0.2596, 10.8310], [3.4201, -7.2643, 9.5985], [2.8890, -8.6080, 1.1256], [-8.1325, 4.8850, -10.8054], [-5.3390, 6.7831, 3.7855], [6.3304, -9.3193, -0.3089], [1.9101, 6.2708, 4.6523], [-2.0318, -8.0294, -4.4729], [-0.5058, 0.6124, -0.5848], [-6.2779, 1.4496, -8.1923], [-7.4874, 4.0453, -11.0639], [0.4462, 1.6859, -0.5444], [-8.2346, 0.0585, -0.5604], [-3.4845, -7.6033, -1.7431], [-8.0693, -0.1649, 1.1448], [4.1318, -9.8418, -1.6684], [0.2349, 2.0496, -7.7759]],
  "forces_ev_per_a": [[1.31, -0.23, 2.60], [-0.39, 0.21, -0.13], [-0.48, -0.01, 0.30], [-1.07, -0.50, 1.10], [-0.55, 0.26, 0.72], [-0.45, -0.55, -0.50], [-0.14, -0.29, 0.47], [0.20, -0.36, -1.52], [0.06, 0.06, -0.94], [1.22, -1.61, -0.22], [-1.01, -1.26, -1.30], [-0.62, -0.15, 0.47], [-0.45, -0.10, -0.75], [0.33, -0.44, 0.95], [-1.07, -0.07, 1.19], [0.11, -0.01, 0.13], [0.06, -0.15, 0.08], [-0.38, 0.10, 0.08], [-2.29, 0.48, 1.75], [0.95, -0.15, -0.58], [0.39, 0.26, -0.01], [-0.08, -0.38, -0.51], [0.32, 0.28, 0.02], [-5.06, -0.73, -5.26], [0.24, -0.49, -0.17], [-1.56, -1.68, 5.87], [0.45, 0.08, 0.27], [0.34, 0.71, -0.49], [2.48, 2.52, -1.12], [2.38, 0.52, -0.61], [-1.49, -0.11, 0.27], [0.20, 0.07, -0.49], [-0.13, 0.10, 0.25], [0.16, -0.29, 0.74], [2.52, 0.19, 0.49], [0.26, -0.58, 0.18], [-0.02, -0.32, 0.62], [-1.51, 0.89, -0.04], [0.45, 0.37, -0.61], [1.26, 0.05, -1.35], [1.24, -0.45, 0.68], [-0.47, 0.61, -0.34], [-0.12, -1.04, 0.29], [2.49, 0.28, 0.81], [0.38, 0.31, -0.45], [0.06, 0.35, -0.50], [-0.60, 0.20, -0.87], [0.44, 0.06, -1.88], [-0.82, 0.77, 2.07], [0.74, -1.18, -0.35], [-1.03, -0.04, -0.78], [-0.23, 0.45, -0.46], [-0.06, 0.31, 0.00], [0.35, -0.14, 0.62], [0.25, -0.31, 0.40], [0.08, -0.08, -0.10], [0.49, 0.45, 0.37], [1.68, 0.06, -1.02], [-0.34, 0.10, -0.29], [0.05, 0.14, 0.19], [0.03, -0.07, 0.04], [0.38, -0.22, -0.35], [-3.21, 0.09, 1.59], [0.12, 0.05, 0.02], [0.06, 0.14, -1.28], [-0.35, 0.78, -1.99], [-0.11, 0.15, 0.00], [-0.88, 1.52, -2.56], [-1.13, 0.00, 1.63], [-0.56, -0.51, -1.46], [-1.14, 1.08, 0.57], [2.38, 0.97, -0.97], [0.01, -0.68, -0.10], [-0.76, 0.48, -0.20], [-0.97, -0.42, -0.12], [0.54, 0.49, -0.60], [0.96, 0.54, 0.14], [-0.44, 0.30, -0.33], [-0.42, -0.30, -0.83], [-1.01, 1.16, 1.85], [0.73, -0.36, -0.55], [-0.77, -0.36, 0.52], [-1.28, -0.21, 1.59], [-0.36, -0.20, 0.44], [0.91, -0.05, 1.22], [-0.21, 2.12, 0.88], [-1.87, -1.39, 0.10], [0.14, 0.59, 0.03], [0.87, -0.15, 0.18], [-0.26, 0.21, -0.40], [-0.03, 0.13, -0.02], [-0.49, -0.01, 0.04], [-1.31, -1.91, -0.86], [0.16, -0.45, 0.69], [0.07, -0.11, -0.06], [0.55, -0.73, -0.43], [-0.05, 0.64, -0.32], [0.06, -0.55, -0.59], [0.09, -0.15, -0.50], [-0.22, -0.69, -0.06], [2.85, 0.33, 3.60], [0.32, 0.22, 0.88], [1.00, 0.41, -0.05], [0.52, -0.42, 0.13], [0.47, 0.77, 0.49], [0.56, -0.31, -1.23], [-0.05, 0.63, 0.42], [-0.80, -1.03, -0.63], [-0.99, 0.20, 0.21], [0.38, 0.29, 0.11], [0.05, -0.54, 0.04], [0.94, 0.12, -1.75], [1.21, -0.12, 0.15], [-0.86, 0.08, 0.28], [0.55, -0.02, -0.54], [-0.78, -0.50, -0.54], [-0.33, -0.40, 1.24], [0.00, -0.25, 0.82], [0.13, -0.13, -0.72], [-0.27, 0.13, -0.42], [-0.03, -0.03, -0.30], [-0.19, -0.27, 0.07], [0.40, 0.11, 0.49], [0.47, 0.30, 0.04], [-0.41, -0.79, 0.37], [0.13, -0.18, -0.09], [-2.11, 1.51, 0.86], [0.60, -0.16, -0.61], [-0.08, 0.34, -0.87], [0.19, -0.29, -0.61], [-0.21, 0.60, 0.57], [-3.96, -1.89, -0.96], [-0.21, -0.23, -0.42], [0.07, -0.69, 1.01], [0.41, 0.53, 0.27], [0.56, 0.31, -0.23], [2.96, -1.17, 0.11], [-0.03, -1.02, 0.40], [-0.80, 0.80, 1.49], [-0.19, 0.26, -0.21], [0.58, 0.87, -0.16], [-0.34, -0.02, -0.14], [-0.56, 0.48, -0.48], [2.23, -0.97, 0.17], [-0.79, 0.49, 0.21], [0.44, -0.02, 0.15], [-0.30, -0.46, 0.83], [0.41, -0.05, -1.36], [-0.17, -0.37, -0.39], [-0.40, -0.11, -0.40], [-0.96, 0.38, 0.20], [1.27, 0.85, -1.03], [-0.11, 0.43, -0.97], [0.14, 1.14, -1.32], [1.47, -0.23, 1.75], [-0.37, -0.20, -0.20], [-0.04, 0.95, 0.51], [-0.05, 0.34, 0.23], [2.50, -0.40, 0.94], [0.88, -0.09, 0.31]],
  "lowdin_charge": [-0.187, 0.135, 0.084, 0.079, -0.047, -0.192, 0.091, -0.168, 0.084, -0.190, -0.196, 0.121, -0.258, -0.066, -0.185, 0.086, 0.127, 0.079, -0.219, -0.073, 0.076, 0.084, 0.079, 0.192, 0.127, -0.185, 0.084, 0.116, -0.186, -0.164, 0.090, 0.112, 0.091, -0.213, 0.067, 0.093, 0.078, -0.090, 0.085, -0.180, 0.096, 0.114, -0.053, -0.387, 0.086, 0.085, -0.186, -0.192, -0.142, -0.050, -0.196, 0.090, 0.125, 0.115, 0.089, 0.077, 0.077, 0.096, 0.151, 0.079, 0.126, 0.131, -0.308, 0.085, 0.096, -0.075, 0.116, -0.315, 0.099, 0.118, -0.324, -0.060, 0.110, 0.085, 0.084, 0.114, 0.007, 0.114, -0.115, -0.201, 0.084, 0.115, 0.098, -0.151, 0.095, -0.202, -0.146, 0.084, -0.123, 0.087, 0.120, 0.125, 0.101, 0.086, 0.123, 0.134, 0.077, 0.079, 0.120, -0.199, -0.430, -0.131, -0.163, 0.127, 0.127, 0.104, -0.228, -0.096, 0.095, 0.081, 0.087, -0.200, 0.090, 0.085, 0.082, 0.081, -0.102, -0.223, 0.082, 0.079, 0.075, 0.090, 0.100, 0.078, 0.122, 0.123, -0.020, 0.081, 0.115, 0.112, 0.117, 0.064, 0.078, -0.220, 0.088, 0.131, -0.224, -0.192, -0.164, 0.123, 0.124, 0.083, 0.095, -0.315, -0.167, 0.081, 0.088, 0.123, 0.082, 0.078, -0.083, -0.203, 0.079, -0.139, -0.085, 0.082, -0.197, 0.083, -0.288, 0.121],
  "energy_ha": -3662.256193,
  "lumo_ev": -1.84,
  "smiles": "O=C1C=C(O)C(=O)C=C1O.O=C1C=C(O)C(=O)C=C1O.CN(C)C=O.CN(C)C=O.CN(C)C=O.COCCOC.COCCOC.COCCOC.COCCOC.COCCOC.COCCOC"
}